Version i
# C2H3Cl3

C2H3Cl3 as an isolated structure (wB97M-V/def2-TZVPD, the Open Molecules 2025 dataset).

For the LUMO energy, the calculation gives 0.780 eV. The gap between HOMO and LUMO comes out at 10.70 eV.

ORCA input file:
```
! wB97M-V def2-TZVPD RIJCOSX def2/J DEFGRID3
* xyz 0 1
C -0.33 -0.21 -0.66
C 1.37 0.56 -0.31
Cl -1.15 1.10 -1.45
Cl 1.05 1.87 0.77
Cl 1.99 1.12 -1.90
H -0.65 -0.41 0.34
H 0.03 -1.15 -1.27
H 1.84 -0.26 0.25
*
```

Version ii
# C2H3Cl3

C2H3Cl3 in the gas phase (wB97M-V/def2-TZVPD, the Open Molecules 2025 dataset).

For the LUMO energy, the calculation gives 0.603 eV. The gap between HOMO and LUMO comes out at 11.63 eV. Its structure (SMILES) is CC(Cl)(Cl)Cl.

ORCA input file:
```
! wB97M-V def2-TZVPD RIJCOSX def2/J DEFGRID3
* xyz 0 1
Cl 1.96 0.40 -0.72
Cl -0.15 2.07 0.28
Cl -0.68 0.23 -2.02
C -0.25 -0.62 0.55
C 0.19 0.46 -0.42
H 0.15 -1.59 0.22
H -1.35 -0.58 0.59
H 0.13 -0.36 1.53
*
```

Relative calculated energies, zero for the most stable structure, unit kJ/mol: version i 140.6; version ii 0.0.